Record 1
Density functional theory data (wB97M-V/def2-TZVPD) for a molecular structure, C10H22HgN3.

XYZ file:
```
36
C10H22HgN3 wB97M-V/def2-TZVPD
C 2.742 -1.287 0.417
Hg 0.611 -0.960 0.446
N -2.101 0.436 -0.233
N 0.536 0.371 -2.230
H -1.577 1.250 0.166
H -1.427 -0.379 0.255
H 2.998 -1.898 1.279
H 3.420 -0.431 0.451
H 2.964 -1.822 -0.495
H 0.323 1.343 -2.216
H -0.118 -0.077 -2.910
H 1.472 0.295 -2.704
H -2.132 0.493 -1.266
H -3.033 0.312 0.205
C -2.931 -1.024 5.124
N -2.499 0.081 4.332
C -3.044 1.378 4.587
C -1.603 -0.127 3.188
C -0.166 0.333 3.361
C 0.249 0.750 4.642
C 1.521 1.314 4.810
C 2.340 1.530 3.670
C 1.886 1.059 2.426
C 0.720 0.323 2.250
H -3.917 -0.825 5.536
H -2.243 -1.205 5.955
H -2.954 -1.924 4.513
H -2.367 1.998 5.192
H -3.235 1.926 3.657
H -3.982 1.274 5.138
H -1.659 -1.214 2.960
H -2.090 0.417 2.330
H -0.430 0.604 5.513
H 1.852 1.601 5.793
H 3.328 2.001 3.795
H 2.532 1.303 1.560
```

## Properties
* lowest unoccupied orbital energy: 3.1564 eV
* orbital gap: 4.2 eV
* charge: -1


Record 2
Density functional theory data (wB97M-V/def2-TZVPD) for 2 unconnected molecules or ions with the total composition C10H22INO.

XYZ file:
```
35
C10H22INO wB97M-V/def2-TZVPD
C -2.835 3.044 -3.406
C -2.504 1.655 -3.186
C -2.319 1.377 -1.679
C -1.550 0.116 -1.339
C -1.131 -0.208 0.029
C -0.081 0.731 0.598
C 0.682 0.061 1.791
C 1.806 -0.854 1.274
C 2.516 -1.651 2.403
C 3.346 -2.822 2.139
N 4.749 -4.140 4.257
O 4.705 -2.964 3.691
I 2.515 -4.688 2.388
H -3.698 3.279 -2.904
H -3.009 3.075 -4.441
H -1.969 3.720 -3.214
H -1.510 1.409 -3.575
H -3.201 1.046 -3.773
H -3.217 1.193 -1.095
H -1.905 2.382 -1.436
H -0.700 -0.034 -2.068
H -2.297 -0.623 -1.490
H -0.784 -1.285 0.186
H -2.044 -0.073 0.707
H 0.620 0.819 -0.335
H -0.378 1.712 0.962
H 0.014 -0.477 2.444
H 1.220 0.794 2.242
H 1.255 -1.693 0.663
H 2.576 -0.284 0.686
H 1.779 -2.086 3.096
H 3.095 -0.885 3.030
H 4.137 -2.866 1.467
H 4.599 -4.274 5.265
H 5.287 -4.878 3.824
```

## Properties
* lowest unoccupied orbital energy (spin up / spin down): 0.4863 / 0.4776 eV
* orbital gap (spin up / spin down): 8.3 / 8.2 eV
* relative energy (zero: lowest compared OMol25 entry of this formula, charge and spin): 60.2 kcal per mole


Record 3
Density functional theory data (wB97M-V/def2-TZVPD) for 2 unconnected molecules or ions with the total composition C10H22NO2.

XYZ file:
```
35
C10H22NO2 wB97M-V/def2-TZVPD
C 0.079 -0.064 -1.675
O 1.135 0.993 -1.780
C 1.861 1.097 -0.471
N 1.460 2.378 0.225
C 1.235 3.646 -0.569
C 0.408 4.563 0.554
C 1.164 4.073 1.963
C 2.168 2.823 1.485
H 0.574 -1.080 -1.360
H -0.779 0.222 -0.931
H -0.302 -0.223 -2.793
H 1.426 0.208 0.195
H 3.005 0.980 -0.685
H 0.488 2.161 0.576
H 0.816 3.595 -1.660
H 2.276 4.207 -0.610
H 0.355 5.727 0.373
H -0.678 4.079 0.456
H 1.682 5.040 2.379
H 0.490 3.491 2.758
H 2.383 2.059 2.347
H 3.158 3.447 1.248
C -2.889 -4.288 0.107
C -1.877 -4.967 -0.779
C -0.849 -3.876 -0.980
O -0.863 -3.067 0.205
C -2.012 -3.425 0.987
H -3.512 -4.983 0.676
H -3.548 -3.655 -0.500
H -1.426 -5.813 -0.247
H -2.294 -5.338 -1.719
H -1.111 -3.233 -1.826
H 0.158 -4.273 -1.142
H -1.659 -3.981 1.862
H -2.521 -2.521 1.330
```

## Properties
* lowest unoccupied orbital energy: -2.8915 eV
* orbital gap: 8.9 eV
* relative energy (zero: lowest compared OMol25 entry of this formula, charge and spin): 97.5 kcal per mole
* charge: +1


Record 4
Density functional theory data (wB97M-V/def2-TZVPD) for a molecular structure, C10H22NOP.

XYZ file:
```
35
C10H22NOP wB97M-V/def2-TZVPD
C 4.449 0.294 1.204
C 3.674 -0.323 0.321
C 2.208 -0.049 -1.758
C -2.331 -1.918 1.085
C -1.242 -1.767 -1.249
C -1.891 1.807 1.694
C -1.277 2.129 -0.814
C 2.512 0.272 -0.334
C -1.723 -0.983 0.027
C -0.943 1.403 0.556
N -0.689 0.008 0.385
O 0.850 -1.991 0.532
P 0.847 -0.467 1.106
H 5.445 -0.104 1.411
H 4.223 1.225 1.710
H 4.161 -1.067 -0.285
H 1.344 0.328 -2.155
H 2.093 -1.045 -1.891
H 2.922 0.474 -2.455
H -2.657 -1.226 1.949
H -3.048 -2.438 0.568
H -1.485 -2.487 1.388
H -0.515 -2.442 -1.037
H -0.878 -1.196 -2.057
H -1.948 -2.265 -1.790
H -2.912 1.810 1.463
H -1.956 1.008 2.495
H -1.686 2.748 2.057
H -0.381 2.587 -1.260
H -2.071 2.922 -0.820
H -1.527 1.438 -1.497
H 2.511 1.403 -0.224
H -2.453 -0.228 -0.180
H 0.088 1.658 0.991
H 0.754 -2.583 1.282
```

## Properties
* lowest unoccupied orbital energy: 0.6680 eV
* orbital gap: 7.8 eV
* relative energy (zero: lowest compared OMol25 entry of this formula, charge and spin): 60.3 kcal per mole


Record 5
Density functional theory data (wB97M-V/def2-TZVPD) for a molecular structure, C10H23AsOS4Tl.

XYZ file:
```
40
C10H23AsOS4Tl wB97M-V/def2-TZVPD
Tl 0.212 -1.492 3.250
S 4.748 -0.064 2.153
C 3.188 -0.526 2.493
S 2.649 -0.681 4.175
S 2.017 -1.039 1.272
C -1.377 -5.522 -0.461
As -0.452 -4.018 0.427
C 0.733 -3.424 -1.064
C -1.859 -2.696 0.179
H -1.642 -5.310 -1.502
H -2.272 -5.764 0.148
H -0.626 -6.347 -0.454
H 0.158 -3.339 -1.954
H 1.501 -4.188 -1.216
H 1.176 -2.481 -0.807
H -2.117 -2.602 -0.895
H -1.559 -1.712 0.563
H -2.736 -3.008 0.742
C -2.160 0.624 -1.936
C -1.560 2.030 -1.833
C -1.359 2.591 -0.399
S -0.394 1.484 0.663
O -0.588 1.953 2.111
C 1.285 2.084 0.085
C 1.960 3.089 0.985
C 1.625 4.555 0.666
H -2.242 0.374 -3.016
H -3.129 0.554 -1.460
H -1.523 -0.170 -1.534
H -2.209 2.693 -2.358
H -0.600 1.976 -2.394
H -2.335 2.635 0.061
H -0.875 3.609 -0.374
H 1.087 2.455 -0.932
H 1.877 1.193 -0.023
H 3.042 2.918 0.843
H 1.786 2.835 2.025
H 1.867 4.742 -0.359
H 2.141 5.241 1.343
H 0.563 4.748 0.788
```

## Properties
* lowest unoccupied orbital energy: 2.5039 eV
* orbital gap: 6.3 eV
* relative energy (zero: lowest compared OMol25 entry of this formula, charge and spin): 0.0 kcal per mole
* charge: -1


Record 6
Density functional theory data (wB97M-V/def2-TZVPD) for a molecular structure, C10H23BNO9P2V.

XYZ file:
```
47
C10H23BNO9P2V wB97M-V/def2-TZVPD
V 1.493 0.969 -0.126
N 2.293 0.307 -3.398
C 0.828 -0.040 -3.120
C 0.232 -0.550 -4.433
P -0.047 1.582 -2.727
O 0.707 2.465 -3.889
O -1.474 1.452 -3.023
O 0.486 2.159 -1.423
P 0.908 -1.461 -1.901
O 1.975 -2.373 -2.741
O -0.386 -2.135 -1.778
O 1.724 -0.951 -0.725
H 2.316 1.096 -4.051
H 2.746 -0.527 -3.782
H 2.798 0.567 -2.545
H 0.229 0.233 -5.193
H -0.796 -0.851 -4.245
H 0.795 -1.407 -4.804
H 0.031 2.770 -4.508
H 1.523 -3.174 -3.035
C 3.622 2.191 2.253
C 2.920 1.674 1.059
O 3.517 1.211 0.061
H 4.700 2.288 2.114
H 3.409 1.496 3.069
H 3.174 3.143 2.538
C -2.999 -1.191 1.043
C -2.101 -0.168 1.711
C -2.892 1.073 2.098
O -1.098 0.256 0.752
B 0.089 0.464 1.435
O -0.004 0.069 2.749
C -1.221 -0.722 2.867
C -1.797 -0.526 4.254
C -0.815 -2.174 2.652
H -3.582 -0.703 0.262
H -3.691 -1.628 1.767
H -2.416 -1.984 0.578
H -3.297 1.522 1.192
H -2.253 1.809 2.589
H -3.720 0.826 2.765
H -1.944 0.529 4.479
H -1.114 -0.941 4.996
H -2.754 -1.042 4.347
H -0.416 -2.323 1.648
H -1.659 -2.851 2.797
H -0.039 -2.429 3.374
```

## Properties
* multiplicity: 3
* lowest unoccupied orbital energy (spin up / spin down): -0.1289 / -0.1290 eV
* orbital gap (spin up / spin down): 7.4 / 8.0 eV


Record 7
Density functional theory data (wB97M-V/def2-TZVPD) for a molecular structure, C10H23BeN4O3PS3.

XYZ file:
```
45
C10H23BeN4O3PS3 wB97M-V/def2-TZVPD
Be 0.311 -0.756 -1.146
C -2.517 3.455 1.822
C -2.275 2.024 1.396
O -1.839 2.035 0.029
P -2.055 0.708 -0.875
S -1.722 -0.944 0.100
S -0.882 0.886 -2.443
O -3.638 0.793 -1.210
C -4.312 2.018 -1.506
C -3.756 2.776 -2.695
H -2.806 3.487 2.874
H -3.311 3.911 1.230
H -1.610 4.045 1.693
H -3.178 1.416 1.497
H -1.495 1.555 1.997
H -4.302 2.651 -0.614
H -5.343 1.720 -1.696
H -2.760 3.164 -2.491
H -4.420 3.614 -2.920
H -3.693 2.129 -3.569
O 1.458 -1.458 -0.854
S 0.464 -2.893 1.452
C 0.554 -3.910 2.723
N 0.328 -5.288 2.520
C 0.426 -6.230 3.472
C 0.755 -5.870 4.736
C 0.978 -4.475 4.937
N 0.893 -3.560 4.028
H 0.092 -5.524 1.567
H 0.230 -7.249 3.165
H 0.843 -6.592 5.532
H 1.247 -4.127 5.933
N 4.877 2.126 -1.537
C 4.145 1.445 -2.657
C 2.795 0.901 -2.209
N 2.064 0.228 -3.252
H 5.820 2.507 -1.841
H 5.056 1.482 -0.747
H 4.348 2.944 -1.165
H 4.792 0.645 -3.015
H 4.045 2.185 -3.451
H 2.176 1.718 -1.823
H 2.891 0.173 -1.398
H 2.487 -0.647 -3.523
H 1.840 0.783 -4.067
```

## Properties
* multiplicity: 2
* lowest unoccupied orbital energy (spin up / spin down): 2.5233 / 2.5226 eV
* orbital gap (spin up / spin down): 3.6 / 6.3 eV
* relative energy (zero: lowest compared OMol25 entry of this formula, charge and spin): 72.6 kcal per mole
* charge: -1


Record 8
Density functional theory data (wB97M-V/def2-TZVPD) for C10H23ClSi in the gas phase.

XYZ file:
```
35
C10H23ClSi wB97M-V/def2-TZVPD
C -0.468 -3.839 -1.117
C 0.354 -2.975 -0.150
C 1.669 -2.423 -0.692
C 1.591 -1.398 -1.852
C 0.779 -0.125 -1.588
C 1.271 0.803 -0.441
C 0.856 0.364 0.950
C -0.618 0.641 1.161
Si -1.086 2.489 1.546
C -2.906 2.692 2.013
C -0.616 3.589 0.150
Cl -0.047 3.140 3.175
H 0.053 -4.769 -1.320
H -0.566 -3.367 -2.093
H -1.474 -4.070 -0.768
H -0.259 -2.144 0.189
H 0.531 -3.541 0.777
H 2.283 -2.002 0.114
H 2.250 -3.326 -1.022
H 2.563 -1.104 -2.178
H 1.107 -1.913 -2.738
H -0.289 -0.370 -1.408
H 0.731 0.438 -2.562
H 0.821 1.765 -0.668
H 2.387 0.897 -0.488
H 1.411 0.962 1.681
H 1.083 -0.664 1.170
H -1.256 0.316 0.338
H -0.994 0.118 2.063
H -3.511 1.929 1.515
H -3.234 3.670 1.642
H -3.005 2.641 3.095
H 0.460 3.517 -0.046
H -1.031 3.422 -0.841
H -0.840 4.636 0.394
```

## Properties
* SMILES: CCCCCCCC[Si](C)(C)Cl
* lowest unoccupied orbital energy: 0.8180 eV
* orbital gap: 10.8 eV
* relative energy (zero: lowest compared OMol25 entry of this formula, charge and spin): 2.6 kcal per mole


These records have largest force on an atom values of 2.3 3.6 4.1 4.9 1.8 1.0 0.6 2.1 eV/Å, in the order they appear.